Below is C10H27Cl2OOsP2S as an isolated structure at a distorted geometry, with properties calculated with ωB97M-V/def2-TZVPD.

The geometry in ORCA input format:
```
! RIJCOSX wB97M-V def2-TZVPD def2/J DEFGRID3
* xyz 3 5
C 1.4705 -0.1428 -3.8540
C 1.3001 0.0606 -2.4030
H 2.5584 -0.1372 -4.1291
H 0.9986 0.7241 -4.3592
H 1.0129 -1.1028 -4.1918
O 1.9314 0.0198 -1.4117
Cl -1.5510 -0.0971 -2.3413
Os -0.4845 0.0725 -0.3155
P -0.4140 2.3600 -0.3974
C 0.9447 3.1422 0.5788
C -0.1203 3.0443 -2.0550
H 0.1767 4.1025 -1.9833
H -1.9601 4.1908 -0.3249
H -1.0190 2.9848 -2.6638
H -2.7796 2.6197 -0.0308
H 1.8232 2.4889 0.6287
H 0.6803 2.4962 -2.5733
C -1.8951 3.2225 0.1910
H 1.2395 4.1011 0.1234
H -1.8385 3.3986 1.2836
H 0.6202 3.3354 1.6095
P -0.2626 -2.1464 0.0685
C 1.0842 -2.7328 1.1803
C -1.6791 -3.1308 0.6465
H -0.5156 -2.8932 -2.2559
H 0.2149 -4.1204 -1.2060
H 1.1718 -2.7767 -1.8106
C 0.1862 -3.0521 -1.4421
H -2.5925 -2.7974 0.1275
H -1.4692 -4.2022 0.4242
H 1.1834 -3.8376 1.1158
H 0.8986 -2.4427 2.2220
H -1.8296 -2.9883 1.7288
H 2.0438 -2.2684 0.8975
Cl -2.8245 -0.0094 0.5108
C -1.1301 -0.6536 3.2519
S -0.2651 0.3843 2.0257
C 1.4660 0.2935 2.5584
H -2.1071 -0.8654 2.8090
H -1.2757 -0.0258 4.1420
H -0.4737 -1.5155 3.4258
H 1.7533 1.2712 2.9842
H 1.5307 -0.4255 3.4199
H 2.1977 0.0510 1.7951
*
```

HOMO-LUMO gap (spin up / spin down) = 6.00 / 5.91 eV
HOMO (spin up / spin down) = -19.098 / -19.727 eV
largest force on an atom = 0.1170 hartree/bohr
⟨S²⟩ = 6.03
relative energy (zero: lowest compared OMol25 entry of this formula, charge and spin) = 0.000 eV

***

Below is C10H27F6NO6PTi as an isolated structure at a distorted geometry, with properties calculated with ωB97M-V/def2-TZVPD.

The geometry in ORCA input format:
```
! RIJCOSX wB97M-V def2-TZVPD def2/J DEFGRID3
* xyz 0 4
Ti 0.2502 0.4652 -0.1689
P 0.5310 4.7687 -1.5225
F -0.7827 5.3060 -2.2278
F 1.5318 5.4349 -2.6813
F 0.3160 6.1755 -0.6064
F 1.7362 4.1464 -0.6815
F -0.4157 3.9034 -0.3253
F 0.5673 3.3790 -2.3728
C 3.8078 -0.7605 0.8061
O 3.0015 -0.7296 -0.4176
C 3.7624 -1.4217 -1.4323
C 2.8584 -1.4016 -2.7565
N 1.4083 -1.6892 -2.4414
C 1.1953 -3.0576 -2.1566
C -0.3011 -3.4502 -2.3726
O -0.5876 -3.0708 -3.7493
C -1.9699 -2.9900 -4.0767
H 4.5136 -1.5911 0.8151
H 3.2983 -0.8431 1.7662
H 4.5223 0.0603 0.8681
H 3.8381 -2.4940 -1.2517
H 4.8083 -1.1214 -1.4939
H 3.3181 -2.0256 -3.5230
H 2.8447 -0.4695 -3.3213
H 0.8463 -1.6559 -3.2799
H 1.6869 -3.1561 -1.1888
H 1.7553 -3.8276 -2.6873
H -0.9635 -2.8149 -1.7846
H -0.5071 -4.5021 -2.1745
H -2.5918 -2.1772 -3.7018
H -2.3888 -3.9818 -3.9065
H -2.0027 -2.8355 -5.1552
C 0.9099 1.4001 4.8718
C 0.5207 0.9678 6.2689
O 0.8967 -0.3371 6.5627
O 0.6038 0.4461 3.7992
H 1.9518 1.7071 4.7809
H 0.3934 2.3217 4.6035
H -0.5443 1.0375 6.4902
H 0.9905 1.5142 7.0867
H 1.8195 -0.2972 6.8243
H 0.5873 -0.3974 4.2573
C -4.8946 0.1165 0.4804
C -5.1735 1.5943 0.8997
O -5.2466 2.5055 -0.2515
O -3.5713 0.0723 -0.0552
H -5.5829 -0.2143 -0.2974
H -4.8845 -0.4123 1.4334
H -4.5014 2.0213 1.6441
H -6.1210 1.6805 1.4316
H -4.3715 2.4292 -0.6388
H -3.6692 0.2718 -0.9891
*
```

HOMO-LUMO gap (spin up / spin down) = 6.89 / 9.15 eV
HOMO (spin up / spin down) = -7.573 / -10.403 eV
largest force on an atom = 0.0591 hartree/bohr
⟨S²⟩ = 3.75
relative energy (zero: lowest compared OMol25 entry of this formula, charge and spin) = 4.293 eV

***

Below is C10H27I2OP2PbSi as an isolated structure at a distorted geometry, with properties calculated with ωB97M-V/def2-TZVPD.

The geometry in ORCA input format:
```
! RIJCOSX wB97M-V def2-TZVPD def2/J DEFGRID3
* xyz 3 1
I -0.0019 -1.2536 -3.5907
I -0.0060 1.0896 -5.0935
Pb -0.0028 -1.5356 0.5087
P -2.8678 -0.1425 0.3048
C -3.2630 -0.0033 -1.4925
C -4.2340 -1.1097 1.0890
H -5.1985 -0.6357 0.8760
H -4.5173 1.5029 1.0679
H -4.0988 -1.1630 2.1806
H -2.9483 1.8540 1.7925
H -2.9395 -0.8883 -2.0618
H -4.2297 -2.1412 0.7125
C -3.4354 1.5241 0.8684
H -4.3622 0.0880 -1.5734
H -3.2427 2.2741 0.0916
H -2.7772 0.8757 -1.9580
P 2.8716 -0.1579 0.3103
C 3.2714 -0.0237 -1.4867
C 3.4518 1.5036 0.8740
H 4.0932 -1.1844 2.1891
H 5.1992 -0.6616 0.8881
H 4.2239 -2.1630 0.7220
C 4.2317 -1.1315 1.0979
H 2.9655 1.8368 1.7972
H 4.5331 1.4751 1.0754
H 4.3712 0.0603 -1.5676
H 2.7914 0.8573 -1.9546
H 3.2663 2.2567 0.0984
H 2.9423 -0.9073 -2.0549
C 0.0032 0.6256 -0.4590
O 0.0071 1.1201 -1.5010
C 1.4165 -0.2477 3.7003
Si 0.0006 0.2626 2.5606
C -1.4241 -0.2335 3.6960
C 0.0024 2.0652 2.0588
H 1.3949 -1.3448 3.7790
H 1.1897 0.1662 4.7001
H 2.4058 0.0745 3.3671
H -1.1979 0.1789 4.6971
H -2.4085 0.0992 3.3579
H -1.4145 -1.3309 3.7749
H 0.0027 2.6562 2.9851
H 0.8800 2.3482 1.4684
H -0.8746 2.3499 1.4680
*
```

HOMO-LUMO gap (spin up / spin down) = 3.44 / 3.42 eV
HOMO (spin up / spin down) = -17.659 / -17.644 eV
largest force on an atom = 0.1131 hartree/bohr
relative energy (zero: lowest compared OMol25 entry of this formula, charge and spin) = 1.652 eV

***

For the records above, the corresponding calculated total energy values read -2563.22917 -2693.33567 -2231.74595 Eh.